C4H13NS | ωB97M-V with the def2-TZVPD basis set

Geometry (Å):
1 C -0.1526 0.9755 0.8467
2 C 0.1941 1.1259 2.3114
3 S 1.9329 1.0002 2.6381
4 H 0.3854 0.2134 0.3272
5 H -0.0001 1.9957 0.2271
6 H -1.1941 0.8892 0.6483
7 H -0.2403 0.2633 2.8583
8 H -0.2254 1.9644 2.7717
9 C -2.2807 -0.7035 -2.6378
10 N -0.8950 -1.1189 -2.9583
11 C -0.1442 -1.9397 -1.9382
12 H -2.7826 -0.2068 -3.6048
13 H -2.8944 -1.5248 -2.4438
14 H -2.4414 0.0063 -1.7434
15 H -0.3139 -0.2880 -3.0968
16 H -0.7900 -1.5919 -3.8556
17 H -0.4698 -1.8544 -0.9031
18 H 0.9338 -1.7519 -2.0430
19 H -0.3279 -3.0353 -2.1361

Total energy (eV): -16680.5419
Relative energy (zero: lowest compared OMol25 entry of this formula, charge and spin) (eV): 2.297
LUMO level (spin up / spin down) (eV): 3.2109 / 2.8957
Multiplicity: 2
Net charge: -1
Gap between HOMO and LUMO (spin up / spin down) (eV): 4.484 / 5.118
HOMO (spin up / spin down) (eV): -1.273 / -2.223

Here are the Mulliken charges for atoms 1 to 2, given in e: -0.890 -0.585

***

C7H13NS2 | ωB97M-V with the def2-TZVPD basis set

Geometry (Å):
1 C -1.4190 0.7838 -3.4026
2 C 2.7760 -0.8487 1.2057
3 C 1.5414 -0.0770 0.7179
4 C 0.3641 -0.9352 0.1700
5 C -0.3381 -0.5216 -1.0353
6 C -1.8014 2.9705 -2.5193
7 C -2.0706 1.5010 -2.3322
8 N -0.9024 0.3473 -4.3340
9 S -0.0360 3.4289 -2.6035
10 S -1.2218 1.0401 -0.6422
11 H 2.7439 -1.5183 2.0205
12 H 3.4332 -0.1126 1.5606
13 H 3.2712 -1.2924 0.3688
14 H 1.9402 0.5645 -0.1461
15 H 1.2107 0.5742 1.5592
16 H -0.3899 -1.1714 1.0712
17 H 0.7963 -1.9562 0.1780
18 H 0.3681 -0.4453 -1.8515
19 H -1.2222 -1.2622 -1.3017
20 H -2.3422 3.6031 -1.7601
21 H -2.2314 3.0629 -3.5501
22 H -3.1669 1.5106 -2.2560
23 H 0.4880 2.3326 -2.1021

Total energy (eV): -30628.5004
Relative energy (zero: lowest compared OMol25 entry of this formula, charge and spin) (eV): 0.000
LUMO level (eV): 0.5647
Structure (SMILES): CCCCS[C@H](C#N)CS
Gap between HOMO and LUMO (eV): 9.518
HOMO (eV): -8.953

Here are the Mulliken charges for atoms 1 to 2, given in e: 0.125 -1.626

***

C4H11CsF2N2O5S2 | ωB97M-V with the def2-TZVPD basis set

Geometry (Å):
1 Cs 1.3030 2.6224 -0.5922
2 N 2.3233 0.1243 -0.4459
3 S 2.0702 -0.5814 -1.8018
4 O 3.1750 -1.2817 -2.3196
5 O 1.3205 0.3555 -2.6161
6 F 0.8644 -1.6576 -1.4575
7 S 2.8622 -0.4321 0.9090
8 O 2.1891 -1.6491 1.3421
9 O 2.9378 0.7009 1.7192
10 F 4.2613 -0.9339 0.5231
11 C -2.6624 -0.7238 -1.0339
12 C -1.8882 0.4835 -0.4216
13 C -0.7697 -0.1000 0.4605
14 O -0.5539 0.8582 1.4644
15 C -0.2974 0.4216 2.7798
16 N -1.4362 1.4487 -1.4321
17 H -3.7024 -0.4685 -1.1409
18 H -2.5148 -1.4670 -0.2583
19 H -2.2834 -1.0651 -1.9722
20 H -2.5017 1.0213 0.2264
21 H 0.0941 -0.2917 -0.1548
22 H -1.0669 -1.0227 0.9017
23 H 0.2573 -0.4950 2.8247
24 H -1.3268 0.2898 3.2740
25 H 0.2524 1.2889 3.2557
26 H -2.1977 1.5674 -2.0497
27 H -0.7090 0.9871 -1.9841

Total energy (eV): -45197.2463
Relative energy (zero: lowest compared OMol25 entry of this formula, charge and spin) (eV): 0.159
LUMO level (eV): -0.3054
Gap between HOMO and LUMO (eV): 9.303
HOMO (eV): -9.608

Here are the Mulliken charges for atoms 1 to 2, given in e: 1.133 -0.431

***

C30H47BrN4OP2Pt | ωB97M-V with the def2-TZVPD basis set

Geometry (Å):
1 N 3.5658 -6.0387 -4.0153
2 C 4.0253 -6.0076 -2.7601
3 C 3.8036 -4.9102 -1.9084
4 C 2.9881 -3.8130 -2.3555
5 C 2.5771 -3.8842 -3.7280
6 C 2.8763 -5.0081 -4.5039
7 C 2.5117 -2.7885 -1.4796
8 Pt 0.9589 -0.4395 -0.7069
9 P -3.8899 1.4736 1.1754
10 C 1.4029 -1.9809 -1.8519
11 C 0.1621 -2.3614 -1.0467
12 C -1.0742 -1.8280 -1.4906
13 C -1.9129 -1.1984 -0.5888
14 C -1.4500 -0.8957 0.7022
15 C -0.5819 -1.8650 1.2147
16 C 0.3825 -2.4559 0.3711
17 Br -0.7932 1.7216 0.7936
18 H 2.9609 -2.6662 -0.4992
19 H 1.2888 -1.7274 -2.9025
20 H 4.1703 -4.9497 -0.8749
21 H 1.9877 -3.0862 -4.1662
22 H 4.6088 -6.8626 -2.3869
23 H 2.5904 -5.0622 -5.5588
24 H -1.2755 -1.8622 -2.5548
25 H 1.2413 -3.0286 0.7213
26 H -2.9356 -0.9911 -0.8739
27 H -0.6731 -2.2196 2.2403
28 P 0.9313 1.6367 -1.7548
29 C -3.1049 0.2444 2.1592
30 C -3.9215 -0.9906 2.5301
31 H -2.6659 0.7019 3.0580
32 H -2.0676 -0.1441 1.4607
33 H -3.2630 -1.7242 3.0376
34 H -4.7230 -0.6991 3.2317
35 H -4.3806 -1.4706 1.6482
36 C -4.1550 1.3606 -0.6122
37 C -5.4871 1.9668 -1.0431
38 H -4.1102 0.3139 -0.9136
39 H -3.2910 1.8808 -1.0343
40 H -5.6084 1.8508 -2.1193
41 H -6.3231 1.4586 -0.5606
42 H -5.5515 3.0275 -0.8067
43 C -3.4467 3.1878 1.4891
44 C -3.8974 3.7844 2.8177
45 H -3.8067 3.7828 0.6335
46 H -2.3341 3.1802 1.4543
47 H -3.3637 4.7298 2.9676
48 H -4.9752 3.9819 2.8076
49 H -3.6662 3.1401 3.6739
50 C 0.8360 3.4876 -1.6161
51 C 2.1495 4.2347 -1.6135
52 H 0.2784 3.6622 -0.6844
53 H 0.2003 3.8372 -2.4480
54 H 2.6839 4.1020 -0.6694
55 H 2.8095 3.9136 -2.4188
56 H 1.9624 5.3031 -1.7435
57 C -0.4322 1.3660 -2.9802
58 C 0.0529 1.4577 -4.4118
59 H -1.1924 2.1273 -2.7584
60 H -0.8936 0.3945 -2.7506
61 H 0.5463 2.4129 -4.6197
62 H 0.7593 0.6506 -4.6356
63 H -0.8014 1.3657 -5.0924
64 C 2.6577 1.2166 -2.3392
65 C 3.5665 0.8907 -1.1435
66 H 3.0201 2.0497 -2.9428
67 H 2.5081 0.3372 -2.9788
68 H 3.9328 -0.1426 -1.2355
69 H 4.4125 1.5863 -1.0705
70 H 3.0250 0.9504 -0.1785
71 C -0.2492 -1.5449 5.5475
72 N 0.7233 -0.9722 4.6267
73 C 2.0659 -1.1267 4.7565
74 C 2.9030 -0.4150 3.9364
75 C 2.2537 0.3286 2.9122
76 N 1.0217 0.0427 2.5188
77 C 0.1967 -0.2116 3.5812
78 O -0.9610 0.2304 3.7053
79 N 2.8614 1.3726 2.2573
80 H -1.1553 -0.9374 5.4136
81 H 0.1066 -1.4910 6.5812
82 H -0.4987 -2.5998 5.3211
83 H 2.4202 -1.7771 5.5518
84 H 3.9727 -0.3395 4.0491
85 H 3.7421 1.7207 2.6250
86 H 2.2110 2.0519 1.8571

Total energy (eV): -131724.8545
Relative energy (zero: lowest compared OMol25 entry of this formula, charge and spin) (eV): 3.811
LUMO level (spin up / spin down) (eV): -6.7814 / -8.0724
Multiplicity: 3
Net charge: +2
Gap between HOMO and LUMO (spin up / spin down) (eV): 5.773 / 5.543
HOMO (spin up / spin down) (eV): -12.555 / -13.615

Here are the Mulliken charges for atoms 1 to 2, given in e: -0.550 -0.298

***

C7H15N2 | ωB97M-V with the def2-TZVPD basis set

Geometry (Å):
1 C -0.7858 -0.5824 1.4946
2 C -3.4184 1.8118 0.1345
3 C -1.9820 0.0868 1.2135
4 C 2.3906 0.4405 -1.6851
5 C 0.2243 -2.2917 -0.1194
6 C 2.0317 0.8345 -0.1785
7 C 0.2283 -0.7415 0.1830
8 N -2.7283 0.9207 0.8360
9 N 1.5062 -0.3417 0.4992
10 H -0.8524 -1.5936 1.9362
11 H -0.2438 0.1579 2.1981
12 H -3.4468 2.8176 0.5572
13 H -4.3656 1.3748 -0.0456
14 H 2.9157 1.2788 -2.1268
15 H 3.0639 -0.4709 -1.5800
16 H 1.4165 0.3870 -2.1922
17 H 0.9666 -2.8690 0.4138
18 H -0.7471 -2.6784 -0.0032
19 H 0.4436 -2.3944 -1.0973
20 H 1.3986 1.7147 -0.1891
21 H 2.8461 1.2741 0.4057
22 H -0.1155 -0.1857 -0.6867
23 H -2.8711 2.1217 -0.7531
24 H 2.1246 -1.0716 0.7853

Total energy (eV): -10473.1752
Relative energy (zero: lowest compared OMol25 entry of this formula, charge and spin) (eV): 3.121
LUMO level (eV): -3.8335
Structure (SMILES): CCN[C@@H](C)CC#[N+]C
Net charge: +1
Gap between HOMO and LUMO (eV): 8.463
HOMO (eV): -12.296

Here are the Mulliken charges for atoms 1 to 2, given in e: -0.857 -0.729

***

C17H13N6O2Pd | ωB97M-V with the def2-TZVPD basis set

Geometry (Å):
1 Pd -0.3443 1.1710 0.7157
2 O 1.5907 1.2818 0.7127
3 N 2.0987 2.4615 0.7260
4 N 1.2327 3.3993 0.7505
5 O -0.0758 3.1446 0.7481
6 C 1.6548 4.7338 0.7678
7 C 3.0208 5.0564 0.7673
8 C 3.3998 6.3804 0.7879
9 C 2.4461 7.3916 0.8088
10 C 1.0964 7.0671 0.8086
11 C 0.6941 5.7481 0.7882
12 H 3.7485 4.2600 0.7497
13 H 4.4500 6.6382 0.7877
14 H 2.7514 8.4286 0.8248
15 H 0.3548 7.8539 0.8252
16 H -0.3494 5.4696 0.7879
17 N -3.3987 1.2276 0.7825
18 C -2.2510 1.1986 0.7647
19 H -4.3974 1.3088 0.8263
20 N -2.1263 -8.3613 -3.6907
21 C -1.8573 -7.4466 -3.0503
22 C -1.5238 -6.3036 -2.2550
23 C -0.9723 -6.4649 -0.9873
24 C -0.6504 -5.3599 -0.2225
25 C -0.8760 -4.0809 -0.7149
26 C -1.4278 -3.9177 -1.9816
27 C -1.7496 -5.0204 -2.7474
28 N -0.5457 -2.9407 0.0787
29 C 0.0085 -2.9499 1.3404
30 C 0.1502 -1.6559 1.7205
31 N -0.3137 -0.8551 0.7059
32 C -0.7243 -1.6499 -0.2634
33 H -0.7967 -7.4601 -0.6038
34 H -0.2240 -5.5163 0.7576
35 H -1.6118 -2.9347 -2.3899
36 H -2.1770 -4.8903 -3.7316
37 H 0.2653 -3.8469 1.8709
38 H 0.5588 -1.2580 2.6321
39 H -1.1282 -1.3079 -1.1981

Total energy (eV): -34345.7085
Relative energy (zero: lowest compared OMol25 entry of this formula, charge and spin) (eV): 0.000
LUMO level (eV): -3.2342
Net charge: +1
Gap between HOMO and LUMO (eV): 8.392
HOMO (eV): -11.627

Here are the Mulliken charges for atoms 1 to 2, given in e: 0.612 -0.616